## one
This record from the OMol25 dataset describes 2 unconnected molecules or ions with the total composition C4H3Cl2N. The level of theory is ωB97M-V/def2-TZVPD.

charge: 0
frontier orbital gap: 6.31 eV
multiplicity: 1

XYZ file:
```
10
C4H3Cl2N | the OMol25 dataset | ωB97M-V/def2-TZVPD
C -0.440 0.767 0.148
Cl 1.354 -2.349 -0.339
C 0.802 0.722 0.986
Cl -1.591 2.090 0.152
N -1.652 -1.738 -2.408
H 0.568 0.483 2.113
H 1.428 1.577 0.947
H 1.208 -0.256 0.774
C -1.034 -1.052 -1.687
C -0.644 -0.244 -0.688
```

=====

## two
This record from the OMol25 dataset describes C4H3Cl2N in the gas phase. The level of theory is ωB97M-V/def2-TZVPD.

charge: 0
frontier orbital gap (alpha / beta): 6.81 / 6.82 eV
multiplicity: 1

XYZ file:
```
10
C4H3Cl2N | the OMol25 dataset | ωB97M-V/def2-TZVPD
C -0.253 1.069 -0.913
C 1.316 -1.018 -0.265
H -1.140 1.373 -0.415
H 0.465 1.817 -0.948
Cl 1.999 -1.035 -1.836
H -0.768 0.734 -1.880
N -0.316 -0.298 1.055
C 0.261 -0.122 -0.104
C -0.807 -1.014 1.877
Cl -0.758 -1.507 3.428
```

=====

Most stable = one

=====

## one
This record from the OMol25 dataset describes 2 unconnected molecules or ions with the total composition C6H16. The level of theory is ωB97M-V/def2-TZVPD.

SMILES string: CC(C)C.CC
charge: 0
frontier orbital gap: 11.97 eV
multiplicity: 1

XYZ file:
```
22
C6H16 | the OMol25 dataset | ωB97M-V/def2-TZVPD
H -1.039 0.137 -2.230
H -0.850 1.012 -0.509
H -0.585 1.846 1.660
H 1.625 2.066 1.509
C 1.291 1.195 2.073
H -1.255 -1.593 -1.923
H -1.466 -0.980 -3.511
H -1.467 0.395 3.262
H -0.081 -0.683 3.080
H -1.437 -0.897 2.065
H 0.780 -1.319 -3.915
C -0.856 -0.855 -2.620
H -0.491 -0.619 -0.006
H 2.015 0.424 1.874
H 0.784 0.448 -0.389
H 1.254 1.358 3.146
C -0.189 0.413 0.113
C -0.837 -0.110 2.528
C -0.128 0.855 1.576
H 1.216 -0.158 -2.585
H 1.058 -1.897 -2.329
C 0.659 -1.036 -2.868
```

=====

## two
This record from the OMol25 dataset describes 2 unconnected molecules or ions with the total composition C6H16. The level of theory is ωB97M-V/def2-TZVPD.

SMILES string: CC(C)C.CC
charge: 0
frontier orbital gap: 12.32 eV
multiplicity: 1

XYZ file:
```
22
C6H16 | the OMol25 dataset | ωB97M-V/def2-TZVPD
H 3.526 1.660 -0.821
H -2.753 -1.607 -1.250
H 2.167 0.267 1.571
H 3.515 -0.077 -0.449
H -2.734 -0.898 1.288
C -1.164 -0.554 -0.219
H -0.995 1.242 -1.441
H -1.400 -1.165 -2.283
H -2.608 0.982 -0.775
H -0.072 -0.623 -0.218
C -1.664 -1.528 -1.289
C 2.274 1.104 0.880
C 3.492 0.922 -0.020
C -1.653 -0.942 1.161
H -1.301 1.540 0.274
H 1.353 1.126 0.292
C -1.540 0.885 -0.567
H -1.220 -2.512 -1.148
H 4.397 1.049 0.579
H -1.312 -1.948 1.418
H -1.210 -0.283 1.912
H 2.310 2.044 1.427
```

=====

## three
This record from the OMol25 dataset describes 2 unconnected molecules or ions with the total composition C6H16. The level of theory is ωB97M-V/def2-TZVPD.

SMILES string: CCC.CCC
charge: 0
frontier orbital gap: 12.39 eV
multiplicity: 1

XYZ file:
```
22
C6H16 | the OMol25 dataset | ωB97M-V/def2-TZVPD
H -1.259 -0.971 -0.782
H -1.148 1.744 0.057
C -0.118 -2.216 2.253
C -0.127 2.050 -0.216
C -0.096 -1.194 1.110
H -2.184 -0.732 0.579
C 0.254 1.152 -1.387
H -0.568 1.221 -2.091
C -1.358 -1.369 0.227
H 0.877 -2.622 2.478
H -1.730 -2.387 0.309
H -0.611 -3.128 1.941
H 1.411 2.119 -2.981
H -0.031 -0.183 1.501
H 2.077 2.301 -1.434
H -0.531 -1.826 3.175
H 0.379 1.957 0.738
H 0.448 0.152 -1.020
H 2.193 0.703 -2.365
H 0.747 -1.427 0.464
H -0.225 3.101 -0.491
C 1.599 1.555 -2.064
```

=====

## four
This record from the OMol25 dataset describes 2 unconnected molecules or ions with the total composition C6H16. The level of theory is ωB97M-V/def2-TZVPD.

SMILES string: CC(C)C.CC
charge: 0
frontier orbital gap: 12.13 eV
multiplicity: 1

XYZ file:
```
22
C6H16 | the OMol25 dataset | ωB97M-V/def2-TZVPD
H 0.233 2.818 0.239
H 2.442 0.871 0.844
H 1.807 2.491 -1.833
C 1.502 0.358 0.676
H -1.291 -1.761 -0.382
C 1.960 1.428 -1.619
H -2.976 -2.350 -0.304
H -2.671 -2.711 2.198
H -0.863 1.563 0.457
H 2.977 1.344 -1.249
H 0.819 0.510 1.499
C 0.890 0.891 -0.632
H 1.901 0.907 -2.574
H -0.976 -2.210 2.025
H 0.356 0.211 -1.240
H -1.596 -3.653 1.274
H 1.639 -0.725 0.624
C -1.846 -2.609 1.503
H -2.429 -0.797 0.461
C -2.187 -1.837 0.237
C -0.157 1.947 -0.296
H -0.808 2.248 -1.119
```

=====

Most stable = two

=====

## one
This record from the OMol25 dataset describes 2 unconnected molecules or ions with the total composition C6H16. The level of theory is ωB97M-V/def2-TZVPD.

SMILES string: CC(C)C.CC
charge: 0
frontier orbital gap: 11.95 eV
multiplicity: 1

XYZ file:
```
22
C6H16 | the OMol25 dataset | ωB97M-V/def2-TZVPD
H -0.359 0.450 0.351
H -2.405 1.116 -0.465
H 2.051 1.934 1.828
H -1.043 -2.727 0.026
H 3.235 -0.109 -0.107
H -1.636 -1.168 -2.126
C -2.491 0.201 -0.028
C 2.822 1.638 1.079
C -1.051 -1.811 0.651
H 0.052 -0.926 -1.861
H -1.805 -1.850 1.375
C -0.921 -0.585 -1.541
C -1.091 -0.389 -0.034
C 2.457 0.778 -0.118
H -1.111 0.371 -2.052
H -0.128 -1.817 1.122
H -2.795 0.330 0.980
H 2.434 1.451 -1.036
H -3.247 -0.321 -0.603
H 1.456 0.586 0.073
H 3.557 1.096 1.763
H 3.401 2.596 0.678
```

=====

## two
This record from the OMol25 dataset describes 2 unconnected molecules or ions with the total composition C6H16. The level of theory is ωB97M-V/def2-TZVPD.

SMILES string: CCC.CCC
charge: 0
frontier orbital gap: 12.69 eV
multiplicity: 1

XYZ file:
```
22
C6H16 | the OMol25 dataset | ωB97M-V/def2-TZVPD
H 3.887 -1.718 -3.588
C -4.205 1.401 3.045
H -3.296 1.975 2.797
H 5.575 0.867 -4.077
H 4.757 -0.173 -5.284
H -4.517 -1.898 4.268
H -5.575 -1.191 3.008
C -3.804 -0.002 3.520
H 2.812 -0.061 -1.943
H 6.228 -0.760 -4.446
C -4.943 -0.957 3.881
H -3.147 0.111 4.404
H -4.809 1.285 2.130
C 5.302 -0.172 -4.325
C 4.367 -0.783 -3.241
H 3.981 1.157 -2.540
H -4.791 1.974 3.783
C 3.360 0.293 -2.832
H 4.965 -1.026 -2.341
H -5.578 -0.510 4.665
H 2.628 0.625 -3.588
H -3.198 -0.438 2.703
```

=====

## three
This record from the OMol25 dataset describes 2 unconnected molecules or ions with the total composition C6H16. The level of theory is ωB97M-V/def2-TZVPD.

SMILES string: CCC.CCC
charge: 0
frontier orbital gap: 11.95 eV
multiplicity: 1

XYZ file:
```
22
C6H16 | the OMol25 dataset | ωB97M-V/def2-TZVPD
H -3.244 -1.808 -1.374
H 0.648 1.855 2.558
C 0.384 1.049 1.806
H 2.732 1.173 2.380
C 1.432 0.758 0.803
H 2.623 2.458 1.114
H -3.387 -0.293 -0.496
H 3.619 1.214 0.896
C -1.380 -0.833 -1.008
H -3.090 -0.273 -2.219
C -0.357 -1.739 -1.722
H -1.142 -0.881 0.107
C 2.699 1.508 1.342
H -0.479 1.380 1.281
H 1.234 1.137 -0.225
H -0.290 -2.809 -1.592
H -1.129 0.150 -1.316
C -2.831 -0.768 -1.340
H 0.587 -1.506 -1.259
H -0.421 -1.670 -2.734
H 0.213 0.193 2.369
H 1.579 -0.295 0.628
```

=====

Most stable = two

=====

## one
This record from the OMol25 dataset describes 2 unconnected molecules or ions with the total composition C6H16. The level of theory is ωB97M-V/def2-TZVPD.

SMILES string: CC(C)C.CC
charge: 0
frontier orbital gap: 12.15 eV
multiplicity: 1

XYZ file:
```
22
C6H16 | the OMol25 dataset | ωB97M-V/def2-TZVPD
H 1.475 -1.951 -0.628
H 2.537 -1.407 0.746
C 1.141 0.103 0.044
H -2.589 -0.179 -1.157
C 2.013 -1.137 -0.180
H -1.365 -1.204 -0.290
H 1.190 1.863 1.284
C -2.366 -0.805 -0.301
H 0.394 -0.174 0.798
H -0.144 -0.275 -1.600
H 2.312 2.054 0.039
H 2.682 1.005 1.324
H -3.141 -1.580 -0.395
H -1.758 0.629 1.171
C -2.606 -0.031 1.016
H -0.026 1.505 -1.190
H -2.684 -0.632 1.916
H 2.900 -0.817 -0.752
H -3.530 0.525 0.840
C 0.478 0.541 -1.275
H 1.225 0.697 -2.058
C 1.862 1.273 0.647
```

=====

## two
This record from the OMol25 dataset describes 2 unconnected molecules or ions with the total composition C6H16. The level of theory is ωB97M-V/def2-TZVPD.

SMILES string: CCC.CCC
charge: 0
frontier orbital gap: 12.24 eV
multiplicity: 1

XYZ file:
```
22
C6H16 | the OMol25 dataset | ωB97M-V/def2-TZVPD
H 2.293 -2.107 -2.461
H -1.597 3.403 1.391
H -2.610 2.362 0.575
H 1.431 -3.132 -1.245
C -1.462 0.286 1.302
H -1.453 3.291 -0.334
H 1.026 -0.095 -1.470
C -0.649 1.487 0.733
C -1.570 2.693 0.546
H 1.477 -0.082 0.796
H -2.085 0.533 2.146
H 0.637 -2.514 -2.748
H 2.663 -1.197 0.063
H -2.156 0.017 0.496
C 0.923 -1.108 -1.083
C 1.632 -1.061 0.317
H -0.143 -1.181 -0.856
H 0.269 1.657 1.296
H 1.067 -1.645 1.033
H -0.826 -0.499 1.680
H -0.234 1.175 -0.239
C 1.369 -2.282 -1.940
```

=====

Most stable = one